Entry w
Here is a gas-phase ion, C2H3O3S2 (charge -1) from OMol25. Energies are from ωB97M-V/def2-TZVPD.

E_HOMO ... -4.65 eV
Lowest unoccupied orbital energy ... 3.19 eV
SMILES string ... O=C([O-])[C@H](O)SS
Charge ... -1

Each line ends with the Mulliken charge.
Atoms and positions in Å:
C -0.0666 -1.5383 -0.1177  0.4911
C 0.5866 -0.1031 0.0710  0.0387
O -0.9238 -1.7084 0.8208  -0.7471
O 0.5191 -2.3175 -0.8540  -0.6531
O 0.0330 0.4431 1.2080  -0.6016
S -0.0421 2.5563 -0.9602  -0.2686
S 0.0407 0.6373 -1.4474  -0.1528
H 1.6324 -0.0579 0.1447  0.3340
H -0.5905 -0.4105 1.4262  0.4366
H -1.1886 2.4989 -0.2914  0.1229


Entry x
Here is a molecular structure, C2H3O3S2 from OMol25. Energies are from ωB97M-V/def2-TZVPD.

E_HOMO ... -3.76 eV
Lowest unoccupied orbital energy ... 3.52 eV
Charge ... -1

Each line ends with the Mulliken charge.
Atoms and positions in Å:
C 1.3956 -1.1660 0.4890  -0.0568
C -0.3548 0.1689 -0.5051  -0.7870
O -1.6297 -2.2251 -1.0526  -0.6665
O 0.5950 -2.1713 0.0958  -0.2346
O -1.3052 -1.4069 1.3143  -0.6494
S 2.9183 -0.8431 -0.0366  -0.3486
S -0.8256 -1.4596 -0.0438  1.0900
H 1.1803 -0.7165 1.5871  0.2253
H -0.7658 0.3459 -1.4752  0.2561
H -0.8532 0.9571 0.1637  0.1715


Which is most stable? The ranking, best first, is entry w, entry x.


Entry w
Here is C4H4BrNO in the gas phase from OMol25. Energies are from ωB97M-V/def2-TZVPD.

E_HOMO ... -9.39 eV
Lowest unoccupied orbital energy ... 0.58 eV
SMILES string ... BrCc1cnco1

Each line ends with the Mulliken charge.
Atoms and positions in Å:
C 0.3430 -1.1984 -0.4937  -0.2111
C 0.6942 -1.2848 1.6042  -0.0170
C 0.2644 0.0465 0.0939  0.5215
C -0.0458 1.4211 -0.5164  -0.7527
N 0.6207 -2.0616 0.5587  -0.4904
O 0.5306 0.0165 1.4230  -0.3128
Br 1.4403 2.0920 -1.6415  -0.1293
H 0.2565 -1.5788 -1.5218  0.3528
H 0.9305 -1.6333 2.5751  0.4264
H -0.2476 2.3788 0.0816  0.2990
H -0.9670 1.4204 -1.0967  0.3137


Entry x
Here is 2 unconnected molecules or ions with the total composition C4H4BrNO from OMol25. Energies are from ωB97M-V/def2-TZVPD.

E_HOMO (alpha / beta) ... -8.10 / -8.94 eV
Lowest unoccupied orbital energy (alpha / beta) ... -1.38 / 0.21 eV

Each line ends with the Mulliken charge.
Atoms and positions in Å:
C 0.2505 2.6523 0.2117  0.4124
C 0.1790 -0.8375 0.5460  0.1389
C 0.6066 -0.0260 -0.5141  -0.2610
C -1.0024 2.3147 -0.3743  -0.4877
N 1.2258 2.8027 0.8033  -0.4357
O -0.2729 -0.9420 -0.7237  -0.3358
Br -2.2716 1.6899 0.8957  -0.0790
H 0.8991 -1.6554 0.6892  0.2716
H -0.5354 -0.2778 1.1801  0.0160
H 1.5870 0.2823 -0.8634  0.3601
H -1.2782 2.8095 -1.2638  0.4001


Which is most stable? The ranking, best first, is entry w, entry x.


Entry w
Here is 2 unconnected molecules or ions with the total composition CH3O3S2 from OMol25. Energies are from ωB97M-V/def2-TZVPD.

E_HOMO (alpha / beta) ... -5.46 / -2.93 eV
Lowest unoccupied orbital energy (alpha / beta) ... 3.12 / 0.97 eV
Charge ... -1

Each line ends with the Mulliken charge.
Atoms and positions in Å:
C -1.5121 0.3984 0.0020  -0.7311
O 1.7946 -1.3826 -1.3229  -0.5311
O 1.6907 -1.2376 1.1285  -0.5206
O 2.5437 0.7004 -0.1113  -0.5236
S -3.0584 1.2528 0.1352  -0.1691
S 1.7556 -0.5332 -0.1392  0.6334
H -1.0164 0.2701 -1.0130  0.2847
H -1.5399 -0.5340 0.6388  0.3150
H -0.6578 1.0657 0.6819  0.2426


Entry x
Here is 2 unconnected molecules or ions with the total composition CH3O3S2 from OMol25. Energies are from ωB97M-V/def2-TZVPD.

E_HOMO ... -4.33 eV
Lowest unoccupied orbital energy ... 1.79 eV
Charge ... -1

Each line ends with the Mulliken charge.
Atoms and positions in Å:
C -2.5721 -0.0768 0.7089  -0.3436
O 2.7379 -0.7532 0.4482  -0.6424
O 3.0091 1.5613 -0.1290  -0.5506
O 1.2890 -0.0839 -1.4787  -0.5994
S -3.9551 -0.9151 0.4969  -0.2054
S 2.9562 0.2000 -0.6936  0.5323
H -2.4523 0.9736 0.2200  0.2375
H -1.7992 -0.4645 1.2257  0.3082
H 0.7866 -0.4415 -0.7983  0.2635


Which is most stable? The ranking, best first, is entry x, entry w.


Entry w
Here is a molecular structure, C6H8CuMgO6 from OMol25. Energies are from ωB97M-V/def2-TZVPD.

E_HOMO ... -11.74 eV
Lowest unoccupied orbital energy ... -5.28 eV
Charge ... +1

Each line ends with the Mulliken charge.
Atoms and positions in Å:
O 1.8955 -0.9745 1.0685  -0.3810
C 1.1584 0.1131 0.8646  -0.0724
C 2.5414 -1.3429 -0.1701  -0.4437
O 0.0949 -0.0370 0.0098  -0.2719
O 2.4120 1.0240 -0.2113  -0.5946
C 3.2168 -0.0401 -0.6291  -0.3411
H 1.7899 -1.6822 -0.8945  0.2166
H 3.2642 -2.1318 0.0638  0.3467
H 3.2924 -0.0618 -1.7302  0.2767
H 4.2197 0.0454 -0.1786  0.2872
O -1.7822 0.1249 1.3294  -0.4526
C -1.0294 0.7841 0.3745  1.8887
C -2.5767 -0.8326 0.6434  -0.3623
O -0.6934 2.0187 0.7282  -0.9298
O -1.8423 0.8345 -0.7868  -0.4851
C -2.9126 -0.1089 -0.6641  -0.4167
H -3.4564 -1.0580 1.2528  0.3467
H -2.0013 -1.7525 0.4669  0.2408
H -3.8602 0.4414 -0.6063  0.2818
H -2.9169 -0.7744 -1.5342  0.2697
Mg 1.1741 2.2097 1.2994  0.9266
Cu -1.9880 3.2010 -0.6962  0.6696


Entry x
Here is a molecular structure, C6H8CuMgO6 from OMol25. Energies are from ωB97M-V/def2-TZVPD.

E_HOMO ... -12.58 eV
Lowest unoccupied orbital energy ... -5.43 eV
Charge ... +1

Each line ends with the Mulliken charge.
Atoms and positions in Å:
O -1.3872 0.0313 0.8697  -0.6002
C -1.1702 -0.2543 -0.6068  1.4349
C -2.4379 0.9943 1.0131  -0.3205
O -1.1452 -1.4764 -0.8778  -0.8417
O -2.1390 0.4938 -1.2229  -0.4235
C -2.5810 1.5626 -0.3930  -0.4780
H -2.1672 1.7675 1.7411  0.2718
H -3.3393 0.4664 1.3470  0.2885
H -1.9362 2.4406 -0.5374  0.2592
H -3.6154 1.8004 -0.6593  0.3370
Mg 0.4527 0.1444 1.7846  1.1370
O 0.7806 1.3499 0.1587  -0.7651
O 1.4019 -0.1069 -1.4130  -0.3321
C 2.6621 -0.2963 -0.7293  -0.5052
C 2.4899 -1.4521 0.2720  -0.2302
O 1.2926 -1.3838 0.9946  -0.6520
C 0.4823 0.5613 -0.7563  0.5876
H 3.3876 -0.5638 -1.5035  0.3561
H 2.9652 0.6292 -0.2266  0.2792
H 3.3738 -1.4749 0.9297  0.3798
H 2.5742 -2.3927 -0.3027  0.2893
Cu 0.0557 -2.8405 0.1181  0.5283


Which is most stable? The ranking, best first, is entry x, entry w.